(1)
Computed, not measured: a structure of composition C30H45Cl2N9O3Tc, with ωB97M-V/def2-TZVPD.

Calculated values
Expectation value of S²: 1.035
E_tot in eV: -78623.73878
E_HOMO (alpha / beta) in eV: -12.42 / -12.41
HOMO-LUMO gap (alpha / beta) in eV: 4.8 / 5.1
Net charge: +2
Spin multiplicity: 2

```
90
Properties=species:S:1:pos:R:3:forces:R:3
Tc 0.38824 -0.12144 -0.63546 2.0 3.6 -1.0
O -1.26553 3.65989 1.58504 -1.3 -0.4 -1.7
C -0.37472 3.68518 2.53254 1.8 -0.8 1.2
C -0.30866 4.80679 3.37337 -0.2 -0.3 -0.4
C 0.63575 4.83807 4.35461 0.9 -0.7 0.5
C 1.55032 3.75643 4.54289 -0.3 0.7 0.2
C 1.49582 2.65171 3.74121 -0.2 0.1 -0.1
C 0.53653 2.58029 2.71603 -1.0 1.4 -0.1
C 0.42273 1.44374 1.84213 1.1 -0.7 1.3
O -0.38565 1.45625 0.84613 -0.2 -1.0 -1.3
N 1.12260 0.34211 2.18873 -0.2 0.7 -0.9
N 0.83297 -0.62406 1.29246 -0.4 -1.4 1.2
C 0.64936 -1.83839 1.72763 0.3 1.0 -0.2
C -0.07372 -2.67284 0.81782 -0.3 -0.3 -0.4
C -0.43450 -3.98253 1.11725 0.2 0.3 0.1
C -1.28294 -4.65604 0.26733 -0.2 0.0 -0.3
C -1.75469 -3.99277 -0.86109 0.0 -0.1 0.0
C -1.35290 -2.69456 -1.10615 0.1 0.1 0.0
N -0.51582 -2.02201 -0.29988 -0.4 -0.9 0.3
H -1.12139 2.81474 1.05642 -0.2 0.8 0.5
H -1.00661 5.61876 3.21530 0.0 0.0 0.0
H 0.69858 5.70442 5.00083 0.0 0.0 0.0
H 2.28826 3.80975 5.33285 -0.1 0.1 0.0
H 2.18303 1.82809 3.87254 0.0 0.0 0.0
H 0.87354 -2.11595 2.75270 -0.1 0.1 -0.1
H -0.05905 -4.44246 2.02325 0.0 0.1 0.0
H -1.59367 -5.67061 0.48160 0.0 0.0 0.0
H -2.43741 -4.47688 -1.54682 0.0 0.1 0.0
H -1.72175 -2.15828 -1.96630 0.0 0.0 0.0
C -1.91934 -1.71507 -4.72316 -0.1 0.0 0.0
N -2.42477 -0.56582 -3.99037 0.1 0.0 0.0
C -3.86391 -0.28968 -4.07492 0.0 0.0 0.0
C -4.08647 0.75145 -2.97902 0.0 0.0 0.0
N -2.80128 0.78058 -2.28316 0.2 -0.2 0.0
C -2.55061 1.88385 -1.37805 0.0 0.1 -0.1
C -1.85511 0.07887 -2.94057 -1.2 0.3 -0.1
N -0.58423 0.04746 -2.57760 0.8 -0.7 1.0
C 0.44627 -0.23346 -3.57769 0.1 0.0 0.0
C 1.25880 -1.45123 -3.20063 -0.1 -0.1 0.2
N 1.73866 -1.28099 -1.81995 -0.6 0.2 -0.1
C 3.00360 -1.41319 -1.55343 0.8 -0.2 0.0
N 3.99767 -1.87924 -2.35387 -0.3 0.1 0.1
C 3.93568 -2.91851 -3.37898 0.0 0.1 0.0
C 5.31063 -1.56768 -1.77768 0.0 0.0 0.1
C 4.92477 -0.60661 -0.65223 0.0 -0.1 0.0
N 3.54371 -1.00016 -0.30780 -0.1 0.1 0.1
C 3.56066 -2.12461 0.65412 0.1 -0.1 -0.1
H -2.71530 -2.45757 -4.79610 0.0 0.0 0.0
H -1.08042 -2.17350 -4.21045 0.0 0.0 0.0
H -1.61906 -1.44724 -5.73671 0.0 0.0 0.0
H -4.42323 -1.20737 -3.88615 0.0 0.0 0.0
H -4.12955 0.07104 -5.06675 0.0 0.0 0.0
H -4.88964 0.48723 -2.29298 0.0 0.0 0.0
H -4.30131 1.73864 -3.39236 0.0 0.0 0.0
H -3.34490 1.91631 -0.63479 0.0 0.0 0.1
H -2.53641 2.83315 -1.92212 0.0 0.0 0.0
H -1.60306 1.74307 -0.87837 0.0 0.0 0.0
H 1.12381 0.62098 -3.58692 0.0 0.1 -0.1
H 0.05161 -0.34187 -4.58617 0.0 0.1 0.0
H 2.07358 -1.53858 -3.90914 0.1 0.0 0.0
H 0.64449 -2.35402 -3.26185 0.1 -0.1 0.0
H 4.12628 -2.52469 -4.37814 0.0 0.0 0.0
H 2.97825 -3.42811 -3.36154 0.0 0.0 0.0
H 4.70814 -3.65622 -3.15814 0.0 0.0 0.0
H 5.95927 -1.10841 -2.52204 0.0 0.0 0.0
H 5.79066 -2.48236 -1.42073 0.0 0.0 0.0
H 4.92108 0.42123 -1.00817 0.0 0.0 0.0
H 5.57337 -0.67603 0.21719 0.0 0.0 0.0
H 2.60626 -2.64313 0.63769 0.1 0.0 0.0
H 3.73850 -1.72902 1.65275 0.0 0.0 0.0
H 4.33988 -2.86102 0.42288 0.0 0.1 0.0
Cl -5.08482 1.23175 1.56577 0.1 0.0 -0.1
C -3.73488 0.48134 2.41369 -0.1 0.1 0.0
Cl -2.85351 -0.68053 1.39300 0.0 -0.1 -0.1
H -4.12781 -0.05414 3.26566 0.0 -0.1 0.1
H -3.04133 1.25591 2.71307 0.1 0.0 0.0
C 0.69025 3.37597 -2.03641 -0.3 -0.2 0.1
C 1.87795 2.66185 -1.40318 0.4 1.1 -0.2
C 2.35745 3.44094 -0.17664 -0.2 -0.2 0.3
C 3.02132 2.57040 -2.41277 0.0 -0.4 0.1
O 1.50662 1.34948 -1.00609 -1.4 -2.2 0.2
H 0.99520 4.36854 -2.37475 0.0 -0.1 0.0
H -0.11526 3.49173 -1.30844 0.1 0.0 0.0
H 0.31369 2.81326 -2.89456 0.0 0.1 0.0
H 2.95638 4.30185 -0.47759 -0.1 -0.1 -0.1
H 2.97238 2.79366 0.45475 0.0 0.1 0.0
H 1.50723 3.80753 0.40605 0.2 -0.1 0.0
H 3.31477 3.56679 -2.74432 0.0 -0.1 0.0
H 2.71856 1.99035 -3.28697 0.1 0.0 0.0
H 3.88726 2.08936 -1.95467 0.0 0.0 -0.1
```
Positions in Å, forces in eV/Å.

Here are the Mulliken charges for atoms 1 to 6, given in e: atom 1 (Tc): -1.684, atom 2 (O): -0.641, atom 3 (C): 0.158, atom 4 (C): -0.880, atom 5 (C): -0.359, atom 6 (C): -0.845

(2)
Computed, not measured: a structure of composition C30H45CsN7O2SSbSi3, with ωB97M-V/def2-TZVPD.

Calculated values
Energy above the lowest of the compared OMol25 structures with the same formula, charge and spin in eV: 0.221
E_tot in eV: -87922.58490
E_HOMO in eV: -7.70
HOMO-LUMO gap in eV: 7.0
Spin multiplicity: 1

```
90
Properties=species:S:1:pos:R:3:forces:R:3
Cs 0.61906 0.61290 1.79168 0.4 0.2 -0.8
N -4.40175 -6.20747 0.63309 0.0 0.0 0.0
C -3.94233 -4.96717 1.06287 0.0 0.1 0.0
C -2.61867 -4.79801 1.46623 0.0 0.0 0.0
C -2.15584 -3.54720 1.84239 0.1 0.0 0.1
C -3.00448 -2.45724 1.82039 0.0 0.2 0.0
C -4.32754 -2.61394 1.42668 0.0 0.1 0.0
C -4.79376 -3.85515 1.04921 0.0 -0.1 0.0
S -2.43672 -0.84571 2.28300 -0.1 0.1 0.0
O -1.11882 -1.06049 2.88955 -0.5 -0.5 0.2
O -3.43522 -0.26283 3.14835 0.0 0.0 0.0
N -2.30554 -0.13674 0.86469 -0.2 -0.1 0.1
C -2.39354 1.20270 0.71444 -0.2 0.1 0.0
N -2.04381 2.04079 1.72386 -0.1 0.0 -0.1
C -2.17446 3.34415 1.50371 0.0 0.0 0.1
C -2.60141 3.87152 0.30267 0.0 0.0 0.0
C -2.87189 2.93793 -0.69095 0.0 0.0 0.0
N -2.77793 1.63457 -0.51382 0.0 0.0 0.1
H -3.88642 -7.00231 0.97368 0.0 0.0 0.0
H -5.39793 -6.34220 0.68500 0.0 0.0 0.0
H -1.95076 -5.65149 1.48208 0.0 0.0 0.0
H -1.13197 -3.40904 2.16382 0.0 0.0 0.0
H -4.98583 -1.75445 1.41956 0.0 0.0 0.0
H -5.82448 -3.97720 0.73743 0.0 0.0 0.0
H -1.91370 3.99127 2.33726 0.0 0.0 0.0
H -2.70406 4.93435 0.14345 0.0 0.0 0.0
H -3.18266 3.26028 -1.68052 0.0 0.0 0.0
C -1.23758 -1.02432 6.44094 0.0 0.0 0.0
C 0.08060 -1.46743 6.41151 0.0 0.0 0.0
C 1.06596 -0.68548 5.84163 0.0 0.1 0.0
C 0.71833 0.56389 5.33318 -0.1 0.1 -0.1
C -0.59167 1.03133 5.39479 0.1 -0.1 0.0
C -1.57748 0.21666 5.92788 0.0 0.0 0.0
N 1.64543 1.40765 4.65289 0.3 0.0 0.1
N 2.55577 0.79229 4.06973 0.1 0.2 0.3
C 3.46467 1.64560 3.35662 -0.1 -0.1 -0.1
C 3.94606 2.83394 3.88507 0.0 0.0 0.0
C 4.83462 3.56362 3.11302 0.0 0.0 0.0
C 5.18915 3.08765 1.86034 0.0 0.0 0.0
C 4.64064 1.88986 1.42519 0.0 0.0 0.0
N 3.79838 1.16677 2.15790 0.0 0.1 0.3
H -2.00673 -1.66092 6.85840 0.0 0.0 0.0
H 0.33367 -2.43696 6.82038 0.0 0.0 0.0
H 2.09349 -1.01701 5.78138 0.0 0.0 0.0
H -0.83820 1.99533 4.96802 0.0 0.0 0.0
H -2.60863 0.53917 5.91136 0.0 0.0 0.0
H 3.62687 3.15560 4.86580 0.0 0.0 0.0
H 5.24247 4.49370 3.48673 0.0 0.0 0.0
H 5.88065 3.62756 1.22860 0.0 0.0 0.0
H 4.89231 1.48834 0.44932 0.0 0.0 0.0
C 1.43631 3.21924 -4.62709 -0.1 -0.1 0.0
Si 0.06901 1.96257 -4.29729 -0.1 0.0 -0.2
C -0.02317 0.76817 -5.75504 0.0 0.1 0.1
C -1.57870 2.86249 -4.17151 0.1 -0.1 0.0
Sb 0.50038 0.82804 -2.05330 0.1 0.0 -0.2
Si -0.65055 -1.44672 -2.43082 0.0 -0.1 -0.1
C -2.45978 -1.07296 -2.72591 0.1 0.0 0.0
C -0.39370 -2.42615 -0.85288 0.1 0.1 -0.1
C 0.09478 -2.45591 -3.84327 -0.1 0.1 0.1
Si 2.93713 0.22921 -2.55352 0.1 0.0 0.0
C 3.47803 -1.02703 -1.25214 0.0 0.0 -0.1
C 3.31865 -0.44608 -4.27292 0.0 0.1 0.1
C 3.94979 1.80616 -2.31485 0.0 -0.1 0.1
H 1.15198 3.86757 -5.46056 0.0 0.0 0.0
H 2.37183 2.72767 -4.89672 0.0 0.0 0.0
H 1.62379 3.85201 -3.75768 0.0 0.0 0.0
H -0.14366 1.32503 -6.68862 0.0 0.0 0.0
H -0.87886 0.09725 -5.65696 0.0 0.0 0.0
H 0.87719 0.15814 -5.83634 0.0 0.0 0.0
H -1.86736 3.28130 -5.13918 0.0 0.0 0.0
H -1.52486 3.67952 -3.44959 0.0 0.0 0.0
H -2.36594 2.17924 -3.84445 0.0 0.0 0.0
H -2.84911 -0.49834 -1.88294 0.0 0.0 0.0
H -3.04615 -1.99030 -2.82742 0.0 0.0 0.0
H -2.59715 -0.48306 -3.63624 0.0 0.0 0.0
H -0.86654 -1.90221 -0.02255 0.0 0.0 0.0
H 0.67126 -2.55682 -0.63968 0.0 0.0 0.0
H -0.84699 -3.41838 -0.92472 0.0 0.0 0.0
H -0.02830 -1.98282 -4.81717 0.0 0.0 0.0
H -0.38537 -3.43795 -3.88243 0.0 0.0 0.0
H 1.15968 -2.62125 -3.67478 0.0 0.0 0.0
H 2.93577 -1.96848 -1.36484 0.0 0.0 0.0
H 3.29901 -0.65698 -0.23856 0.0 0.0 0.0
H 4.54564 -1.24880 -1.33977 0.0 0.0 0.0
H 2.69541 -1.30580 -4.51464 0.0 0.0 0.0
H 4.36564 -0.75532 -4.33556 0.0 0.0 0.0
H 3.14998 0.30998 -5.04229 0.0 0.0 0.0
H 3.66021 2.32549 -1.39817 0.0 0.0 0.0
H 3.81100 2.50148 -3.14123 0.0 0.0 0.0
H 5.01743 1.57212 -2.25681 0.0 0.0 0.0
```
Positions in Å, forces in eV/Å.

Here are the Mulliken charges for atoms 1 to 6, given in e: atom 1 (Cs): 1.526, atom 2 (N): -0.568, atom 3 (C): 1.058, atom 4 (C): -0.886, atom 5 (C): -0.211, atom 6 (C): -0.458